{
  "formula": "C21H22FeN",
  "method": "ωB97M-V with the def2-TZVPD basis set",
  "species": ["C", "N", "C", "C", "C", "C", "C", "C", "C", "C", "H", "H", "H", "H", "H", "H", "H", "H", "H", "C", "C", "C", "C", "C", "C", "C", "Fe", "C", "C", "C", "C", "C", "H", "H", "H", "H", "H", "H", "H", "H", "H", "H", "H", "H", "H"],
  "positions_angstrom": [[-2.6935, 1.5642, -3.7545], [-1.5167, 1.2664, -2.9203], [-1.6130, 0.7363, -1.6335], [-0.3889, 0.0036, -1.2372], [0.4829, 0.2328, -2.5024], [-0.2360, 0.9967, -3.4427], [0.1906, 1.1393, -4.7837], [1.4195, 0.5600, -5.1621], [2.1062, -0.2188, -4.2226], [1.6699, -0.3821, -2.9006], [-2.3819, 1.9223, -4.7525], [-3.2640, 0.5949, -3.9228], [-3.3941, 2.3065, -3.3624], [-2.4607, 0.9292, -0.9756], [-0.5565, -1.0855, -1.0232], [-0.4523, 1.5537, -5.5411], [1.7634, 0.6084, -6.1801], [3.0283, -0.6823, -4.5302], [2.2289, -0.8540, -2.0992], [0.8293, 1.6018, 0.2228], [0.2417, 0.2282, 0.1359], [-0.6670, -0.0598, 1.3757], [-1.4230, -1.3206, 1.7350], [-1.9491, -1.1732, 3.0685], [-1.5864, 0.1390, 3.5835], [-0.7979, 0.8058, 2.5700], [0.0173, -0.9222, 3.0132], [1.9469, -0.4336, 3.1857], [1.8210, -1.7563, 2.5644], [1.0401, -2.5979, 3.4463], [0.6679, -1.8209, 4.6239], [1.2277, -0.4636, 4.4743], [1.4396, 1.6896, -0.6698], [0.0439, 2.3768, 0.1126], [1.4585, 1.9810, 1.0281], [1.1545, -0.6019, 0.2129], [-1.5883, -2.1296, 1.0311], [-2.5681, -1.9170, 3.5903], [-1.8989, 0.5484, 4.5522], [-0.4288, 1.8220, 2.6143], [2.5574, 0.3947, 2.8191], [2.3579, -2.0925, 1.6692], [0.8704, -3.6706, 3.2968], [0.1331, -2.1817, 5.5002], [1.1685, 0.3624, 5.1907]],
  "homo_lumo_gap_ha": [0.074, 0.231],
  "s2": 6.050,
  "relative_energy_ev": 0.633,
  "e_homo_ha": [0.024, -0.141],
  "multiplicity": 5,
  "charge": -1
}



{
  "formula": "C21H22MgN5O4",
  "method": "ωB97M-V with the def2-TZVPD basis set",
  "species": ["Mg", "O", "C", "N", "C", "O", "C", "C", "C", "C", "C", "N", "C", "C", "C", "C", "C", "N", "H", "H", "H", "H", "H", "H", "H", "H", "O", "C", "O", "C", "C", "C", "C", "C", "C", "H", "H", "H", "H", "H", "N", "C", "C", "N", "H", "H", "H", "H", "H", "H", "H", "H", "H"],
  "positions_angstrom": [[-0.9135, -0.3039, -0.2037], [-2.8111, -3.7271, -1.5100], [-2.1821, -2.7155, -1.3147], [-1.8148, -2.1189, -0.1390], [-2.0353, -2.7040, 1.0774], [-2.6387, -3.7106, 1.3600], [-1.3560, -1.9147, 2.1990], [-1.4034, -2.3994, 3.4949], [-0.7507, -1.6992, 4.4937], [-0.0697, -0.5340, 4.1671], [-0.0785, -0.1128, 2.8527], [-0.7097, -0.7819, 1.8806], [-1.6623, -1.9263, -2.5174], [-1.8896, -2.4021, -3.7970], [-1.3894, -1.6879, -4.8719], [-0.6767, -0.5199, -4.6356], [-0.4969, -0.1101, -3.3292], [-0.9796, -0.7940, -2.2858], [-1.9445, -3.3167, 3.6776], [-0.7649, -2.0566, 5.5148], [0.4609, 0.0367, 4.9158], [0.4447, 0.7902, 2.5579], [-2.4478, -3.3204, -3.9106], [-1.5478, -2.0364, -5.8839], [-0.2647, 0.0619, -5.4478], [0.0588, 0.7907, -3.0950], [1.8174, 2.5636, 0.6557], [1.6809, 1.3849, 0.1276], [0.5776, 0.9926, -0.2872], [2.8955, 0.5569, 0.0555], [2.8232, -0.7104, -0.5217], [3.9538, -1.5036, -0.5842], [5.1567, -1.0309, -0.0739], [5.2331, 0.2327, 0.4975], [4.1043, 1.0303, 0.5638], [1.8850, -1.0652, -0.9289], [3.9020, -2.4872, -1.0303], [6.0408, -1.6526, -0.1243], [6.1735, 0.5943, 0.8899], [4.1500, 2.0150, 1.0066], [-0.4110, 4.0961, 0.7110], [-1.5959, 3.5687, 0.0114], [-2.1839, 2.3628, 0.7518], [-2.4388, 1.2288, -0.1731], [-0.0846, 4.9355, 0.2403], [0.9316, 3.0809, 0.6844], [-0.6594, 4.3912, 1.6508], [-1.2670, 3.2629, -0.9839], [-2.3613, 4.3361, -0.1195], [-3.1009, 2.6404, 1.2708], [-1.4679, 2.0375, 1.5089], [-2.5817, 1.5907, -1.1117], [-3.3100, 0.7608, 0.0629]],
  "homo_lumo_gap_ha": 0.323,
  "relative_energy_ev": 0.000,
  "e_homo_ha": -0.426,
  "multiplicity": 1,
  "charge": 1
}



{
  "formula": "C21H22N2O4",
  "method": "ωB97M-V with the def2-TZVPD basis set",
  "species": ["O", "O", "O", "O", "C", "C", "C", "C", "C", "C", "C", "C", "C", "C", "C", "C", "C", "C", "C", "C", "N", "N", "C", "C", "C", "C", "C", "H", "H", "H", "H", "H", "H", "H", "H", "H", "H", "H", "H", "H", "H", "H", "H", "H", "H", "H", "H", "H", "H"],
  "positions_angstrom": [[-1.4689, -5.6371, -1.9955], [-2.9679, -1.7189, -0.4700], [1.9130, -0.9022, -2.0859], [0.1957, -0.5937, 0.7920], [-1.2768, -4.4557, -1.7663], [-2.0462, -2.3732, -0.9447], [0.0388, -3.8995, -1.8440], [0.3220, -2.6381, -1.4211], [1.6093, 4.1658, -2.0092], [-2.7807, 2.6624, 2.8349], [1.9890, 3.7063, -0.7490], [1.7110, 3.2912, -3.1549], [-1.3838, 2.6743, 2.9423], [-3.5016, 1.5502, 2.4317], [2.3686, 2.3690, -0.6160], [2.0969, 1.9412, -3.0115], [-0.6857, 1.5124, 2.6768], [-2.8009, 0.3762, 2.2034], [2.4071, 1.4899, -1.7211], [-1.3915, 0.3435, 2.3014], [-2.3255, -3.6318, -1.3646], [-0.7704, -1.8485, -0.9512], [1.7810, -2.1248, -1.3581], [2.8779, 0.0982, -1.5346], [-0.5409, -0.4829, -0.4490], [0.1282, -1.4322, 3.1048], [-0.6378, -0.9277, 1.9024], [0.8002, -4.5914, -2.1831], [1.2907, 5.2067, -2.1816], [-3.3610, 3.5318, 3.0546], [2.0060, 4.3302, 0.1393], [1.4999, 3.6921, -4.1374], [-0.8520, 3.5668, 3.2575], [-4.5877, 1.6356, 2.3600], [2.6862, 2.0669, 0.3747], [2.1780, 1.2756, -3.8964], [0.3813, 1.4758, 2.7322], [-3.3481, -0.5254, 1.8902], [-3.1710, -4.0305, -1.0384], [2.4275, -2.9276, -1.7700], [2.0525, -1.9953, -0.2946], [3.8625, -0.0746, -1.9951], [2.9861, -0.0421, -0.4639], [-1.4402, 0.1166, -0.2937], [0.0815, 0.0978, -1.1888], [0.6613, -2.3343, 2.8834], [0.8456, -0.6560, 3.4282], [-0.5563, -1.6132, 3.9423], [-1.3027, -1.7198, 1.6375]],
  "smiles": "C[C@H](OCn1c(COCc2ccccc2)cc(=O)[nH]c1=O)c1ccccc1",
  "homo_lumo_gap_ha": 0.350,
  "relative_energy_ev": 2.403,
  "e_homo_ha": -0.333,
  "multiplicity": 1
}



{
  "formula": "C21H22N4O2",
  "method": "ωB97M-V with the def2-TZVPD basis set",
  "species": ["N", "N", "N", "O", "O", "C", "C", "C", "C", "C", "C", "C", "N", "C", "C", "C", "C", "C", "C", "C", "C", "C", "C", "C", "C", "C", "C", "H", "H", "H", "H", "H", "H", "H", "H", "H", "H", "H", "H", "H", "H", "H", "H", "H", "H", "H", "H", "H", "H"],
  "positions_angstrom": [[3.2067, -3.6862, -0.7906], [0.8578, -3.5491, 2.7799], [-1.9845, -1.7208, 1.1048], [-0.9677, -6.3743, -2.7317], [-0.5093, 0.3467, -1.9533], [2.1238, -3.5917, -0.3859], [0.8404, -3.5501, 1.6326], [-1.1205, -1.9712, 0.3738], [-0.8608, -5.1493, -2.8882], [0.0993, 0.2494, -0.9051], [-0.4811, -4.3072, -1.6813], [-0.4848, -2.9359, -1.7493], [-0.8950, -2.3495, -2.8677], [-0.0206, -4.8818, -0.3938], [0.8775, -1.0939, -0.6746], [-0.6388, 4.3339, 0.4134], [-1.0160, 2.8851, 2.3868], [1.3907, 3.6881, 1.6542], [-1.4564, 1.9088, 0.1750], [0.8455, 2.7066, -0.6615], [0.6633, 1.3070, 1.3619], [0.7663, -3.5667, 0.1189], [0.0339, -2.3383, -0.4840], [-1.5469, 3.2027, 1.0516], [0.8064, 3.9824, 0.2766], [0.5071, 2.5283, 2.2233], [0.0494, 1.5084, 0.0276], [-1.0278, -4.6640, -3.8411], [-1.2496, -1.4082, -2.7946], [-0.8559, -2.7454, -3.8211], [-0.7940, -5.1976, 0.2886], [0.6234, -5.7498, -0.6265], [1.5756, -1.2420, -1.5301], [1.4220, -1.0538, 0.3566], [-0.9693, 4.4133, -0.6349], [-0.7359, 5.1875, 1.0481], [-1.6183, 2.1575, 2.9409], [-1.0608, 3.7961, 2.9007], [2.4393, 3.4648, 1.5641], [1.2769, 4.6293, 2.2597], [-1.8280, 2.1314, -0.8226], [-2.0785, 1.0956, 0.5580], [1.8486, 2.4022, -0.8827], [0.3601, 2.9244, -1.5798], [1.8086, 1.0651, 1.2396], [0.1180, 0.4898, 1.8401], [-2.5998, 3.5342, 1.1350], [1.2777, 4.9036, -0.1503], [0.9820, 2.2847, 3.1389]],
  "smiles": "N#CC1(C#N)CC(C=O)=C(N)[C@]1(C#N)CC(=O)[C@]12C[C@H]3C[C@H](C[C@H](C3)C1)C2",
  "homo_lumo_gap_ha": 0.322,
  "relative_energy_ev": 3.472,
  "e_homo_ha": -0.331,
  "multiplicity": 1
}